This record from the OMol25 dataset describes the ion C2H6NO with charge +2 in a non-equilibrium geometry. The level of theory is ωB97M-V/def2-TZVPD.

XYZ file:
```
10
Properties=species:S:1:pos:R:3
O 0.140 -0.760 1.814
C -0.002 0.342 1.348
C -0.099 0.621 -0.115
N 0.028 -0.720 -0.914
H 0.038 1.201 2.073
H -0.945 1.154 -0.465
H 0.830 1.153 -0.324
H 0.086 -0.440 -1.922
H 0.769 -1.313 -0.628
H -0.844 -1.238 -0.866
```

Results
Highest occupied orbital energy (alpha / beta), eV: -25.5 / -26.4
Molar mass, g/mol: 60.08
Expectation value of S²: 0.758
HOMO-LUMO gap (alpha / beta), eV: 13.545 / 10.678
Relative energy (zero: lowest compared OMol25 entry of this formula, charge and spin), kJ/mol: 22.8
Max |F|, eV/Å: 3.50
Net charge: +2
2S+1: 2

Which charges does Mulliken predict for the atoms? In e, they are: atom 1 (O): 0.0601, atom 2 (C): 0.3119, atom 3 (C): -0.3340, atom 4 (N): -0.3923, atom 5 (H): 0.4301, atom 6 (H): 0.4093, atom 7 (H): 0.3736, atom 8 (H): 0.3964, atom 9 (H): 0.3582, atom 10 (H): 0.3868

***

This record from the OMol25 dataset describes a cluster of 2 separate species, CO3S3 in total in a non-equilibrium geometry. The level of theory is ωB97M-V/def2-TZVPD.

XYZ file:
```
7
Properties=species:S:1:pos:R:3
O 0.305 -1.179 -0.616
S 1.120 -0.160 0.126
O 1.460 -0.428 1.454
S 2.099 1.191 -0.863
O -0.893 1.097 0.473
C -1.601 0.265 0.053
S -2.489 -0.786 -0.627
```

Results
Highest occupied orbital energy, eV: -10.3
Molar mass, g/mol: 156.21
SMILES string: O=S(=O)=S.O=C=S
HOMO-LUMO gap, eV: 8.741
Relative energy (zero: lowest compared OMol25 entry of this formula, charge and spin), kJ/mol: 64.9
Max |F|, eV/Å: 5.30

Which charges does Mulliken predict for the atoms? In e, they are: atom 1 (O): -0.4569, atom 2 (S): 0.8789, atom 3 (O): -0.3776, atom 4 (S): -0.1365, atom 5 (O): -0.4467, atom 6 (C): 0.8085, atom 7 (S): -0.2696

***

This record from the OMol25 dataset describes a cluster of 2 separate species, C2H5ClNO2S in total in a non-equilibrium geometry. The level of theory is ωB97M-V/def2-TZVPD.

XYZ file:
```
12
Properties=species:S:1:pos:R:3
C -0.629 -0.471 -0.164
C 0.752 0.178 -0.156
N 1.708 -0.640 -0.864
O 2.830 -1.885 1.257
O 3.336 -2.516 -1.073
S 2.384 -1.843 -0.158
Cl -1.794 -3.667 0.667
H -1.436 0.294 0.135
H -0.582 -1.004 -1.143
H -0.915 -1.154 0.665
H 0.840 1.132 -0.772
H 1.034 0.619 0.772
```

Results
Highest occupied orbital energy, eV: -4.0
Molar mass, g/mol: 142.59
HOMO-LUMO gap, eV: 4.955
Relative energy (zero: lowest compared OMol25 entry of this formula, charge and spin), kJ/mol: 249.6
Max |F|, eV/Å: 4.76
Net charge: -1

Which charges does Mulliken predict for the atoms? In e, they are: atom 1 (C): -0.9325, atom 2 (C): -0.2406, atom 3 (N): -0.2832, atom 4 (O): -0.4648, atom 5 (O): -0.5032, atom 6 (S): 0.9225, atom 7 (Cl): -0.9149, atom 8 (H): 0.2603, atom 9 (H): 0.3184, atom 10 (H): 0.2287, atom 11 (H): 0.2239, atom 12 (H): 0.3855

***

This record from the OMol25 dataset describes the ion C11H22N3 with charge +1 in a non-equilibrium geometry. The level of theory is ωB97M-V/def2-TZVPD.

XYZ file:
```
36
Properties=species:S:1:pos:R:3
C -1.880 0.350 0.479
C -0.488 -0.087 0.854
C -2.466 -0.638 1.550
C -2.163 -0.123 -0.957
C -1.029 -1.214 1.627
C 0.733 3.658 0.763
C 2.366 -1.384 -1.468
C 0.429 2.657 -0.383
C 2.175 -1.782 0.031
C 1.100 1.391 -0.082
C 1.896 -0.585 0.988
N -1.904 -2.114 -2.009
N 0.736 0.228 0.556
N -2.405 -1.480 -1.019
H -2.866 -0.181 2.378
H -3.171 -1.359 1.136
H -3.171 0.376 -1.181
H -1.408 0.169 -1.706
H -0.645 -2.102 1.147
H -0.986 -1.547 2.684
H 0.551 4.591 0.312
H 0.162 3.533 1.658
H 1.784 3.388 1.063
H 1.443 -0.821 -1.866
H 3.204 -0.692 -1.612
H 2.581 -2.242 -1.949
H 0.687 3.137 -1.352
H -0.792 2.550 -0.546
H 3.137 -2.255 0.436
H 1.424 -2.544 0.181
H 2.173 1.447 -0.403
H -2.070 1.481 0.644
H 1.719 -1.094 2.018
H 2.860 0.025 1.154
H -1.578 -1.718 -2.883
H -2.139 -3.018 -2.245
```

Results
Highest occupied orbital energy (alpha / beta), eV: -10.3 / -11.7
Molar mass, g/mol: 196.32
HOMO-LUMO gap (alpha / beta), eV: 5.762 / 8.520
Relative energy (zero: lowest compared OMol25 entry of this formula, charge and spin), kJ/mol: 460.2
Max |F|, eV/Å: 4.91
Net charge: +1

Which charges does Mulliken predict for the atoms? In e, they are: atom 1 (C): 0.1725, atom 2 (C): 0.1524, atom 3 (C): -0.9823, atom 4 (C): -0.6860, atom 5 (C): -0.9498, atom 6 (C): -1.1669, atom 7 (C): -1.0985, atom 8 (C): -0.4177, atom 9 (C): -0.2778, atom 10 (C): -0.4031, atom 11 (C): -0.8536, atom 12 (N): -0.5186, atom 13 (N): 0.3999, atom 14 (N): -0.0447, atom 15 (H): 0.4101, atom 16 (H): 0.2857, atom 17 (H): 0.2902, atom 18 (H): 0.5105, atom 19 (H): 0.3952, atom 20 (H): 0.3647, atom 21 (H): 0.4143, atom 22 (H): 0.3194, atom 23 (H): 0.3197, atom 24 (H): 0.1564, atom 25 (H): 0.2911, atom 26 (H): 0.4853, atom 27 (H): 0.4471, atom 28 (H): 0.0912, atom 29 (H): 0.3866, atom 30 (H): 0.2869, atom 31 (H): 0.4730, atom 32 (H): 0.5634, atom 33 (H): 0.3045, atom 34 (H): 0.4811, atom 35 (H): 0.1915, atom 36 (H): 0.2063

***

This record from the OMol25 dataset describes a cluster of 2 separate species, C4H10N2O2 in total in a non-equilibrium geometry. The level of theory is ωB97M-V/def2-TZVPD.

XYZ file:
```
18
Properties=species:S:1:pos:R:3
C 1.904 0.508 0.798
N 0.678 -0.140 0.356
C 0.731 -1.593 0.420
C -0.629 0.496 0.591
O -1.597 -0.163 0.952
O -0.453 1.798 1.030
H 1.803 1.586 0.863
H 2.207 0.152 1.787
H 2.702 0.268 0.092
H 1.070 -1.965 1.388
H 1.407 -1.923 -0.373
H -0.232 -2.011 0.133
H -1.217 1.992 1.589
C -2.057 0.346 -2.128
N -0.938 0.494 -1.589
H -2.989 0.311 -1.553
H -2.136 0.129 -3.190
H -0.253 -0.284 -1.166
```

Results
Highest occupied orbital energy, eV: -8.3
Molar mass, g/mol: 118.14
SMILES string: CN(C)C(=O)O.C=N
HOMO-LUMO gap, eV: 8.542
Relative energy (zero: lowest compared OMol25 entry of this formula, charge and spin), kJ/mol: 483.2
Max |F|, eV/Å: 3.87

Which charges does Mulliken predict for the atoms? In e, they are: atom 1 (C): -1.0035, atom 2 (N): -0.1318, atom 3 (C): -0.9241, atom 4 (C): 0.8479, atom 5 (O): -0.6229, atom 6 (O): -0.5345, atom 7 (H): 0.3337, atom 8 (H): 0.3090, atom 9 (H): 0.2975, atom 10 (H): 0.3379, atom 11 (H): 0.3659, atom 12 (H): 0.2749, atom 13 (H): 0.3394, atom 14 (C): -0.2566, atom 15 (N): -0.4919, atom 16 (H): 0.2343, atom 17 (H): 0.2722, atom 18 (H): 0.3524